Entry 1:
The following is a DFT calculation (ωB97M-V/def2-TZVPD) of a 2-piece molecular cluster, C3H6ClNO3S overall at a distorted geometry.

Calculated values
Spin multiplicity: 1
Net charge: 0
ΔE to the lowest compared entry with this formula, charge and spin (eV): 0.569
LUMO (eV): -1.16
E (Eh): -1256.740808

XYZ file:
```
15
Properties=species:S:1:pos:R:3:forces:R:3:nbo_charge:R:1
C -1.520 1.523 -0.399 0.113 -1.297 -2.057 0.7108
C -0.579 -0.732 -0.193 -0.225 -1.882 1.439 -0.4174
C 0.441 1.163 0.866 1.375 1.943 -2.006 -0.4104
N -0.678 0.661 0.166 -0.999 -0.656 0.252 -0.4546
O -1.463 2.695 -0.398 -0.302 1.792 0.640 -0.5611
O -0.716 2.743 -4.192 -0.302 0.717 0.370 -0.8087
O 1.588 2.213 -4.579 -0.145 1.328 0.735 -0.8272
S 0.639 3.170 -4.032 0.415 -2.049 -1.079 1.6367
Cl -2.630 0.697 -1.607 -0.027 0.239 0.570 -0.1404
H -1.529 -1.360 -0.083 1.177 1.322 -0.756 0.2389
H 0.019 -0.896 -1.084 -0.595 0.024 -0.647 0.2081
H 0.065 -1.179 0.572 -0.103 0.066 0.101 0.2027
H 0.757 0.538 1.589 0.903 -2.501 2.298 0.2013
H 1.297 1.376 0.217 0.116 -0.567 -0.492 0.1870
H 0.405 2.097 1.335 -1.401 1.521 0.632 0.2342
```
Forces are in eV/Å.

Entry 2:
The following is a DFT calculation (ωB97M-V/def2-TZVPD) of one molecule with the formula C3H6ClNO3S at a distorted geometry.

Calculated values
Spin multiplicity: 1
Net charge: 0
ΔE to the lowest compared entry with this formula, charge and spin (eV): 0.658
LUMO (eV): 0.23
E (Eh): -1256.737551

XYZ file:
```
15
Properties=species:S:1:pos:R:3:forces:R:3:nbo_charge:R:1
C 0.580 -0.821 0.682 -1.523 -2.548 -1.141 0.7131
C -1.573 -1.135 -0.403 -2.402 1.066 -1.414 -0.4070
C -0.776 1.132 0.045 2.625 -0.929 -0.332 -0.4128
N -0.544 -0.367 0.200 -0.264 2.351 -1.186 -0.4146
O 1.525 -0.263 1.123 1.064 1.568 2.227 -0.6484
O 2.586 2.240 0.365 -0.062 -0.641 0.175 -0.9001
O 2.550 0.379 -1.197 0.036 -0.023 0.263 -0.9204
S 2.944 0.860 0.108 1.241 1.421 -1.351 1.7247
Cl 0.721 -2.585 0.604 -0.133 -0.403 0.115 -0.0672
H -2.158 -0.357 -1.083 1.245 -2.244 0.970 0.2071
H -1.207 -2.012 -0.928 -0.142 0.223 -0.178 0.2371
H -2.310 -1.421 0.341 -0.108 -0.363 0.155 0.2074
H 0.256 1.583 0.008 -1.327 -0.101 -0.293 0.2492
H -1.412 1.379 -0.842 0.806 -0.386 0.976 0.2220
H -1.183 1.387 0.977 -1.056 1.010 1.015 0.2097
```
Forces are in eV/Å.

Entry 3:
The following is a DFT calculation (ωB97M-V/def2-TZVPD) of one molecule with the formula C3H6ClNO4S at a distorted geometry.

Calculated values
SMILES: CON(C(C)=O)S(=O)(=O)Cl
Spin multiplicity: 1
Net charge: 0
ΔE to the lowest compared entry with this formula, charge and spin (eV): 0.543
LUMO (eV): 0.35
E (Eh): -1331.897059

XYZ file:
```
16
Properties=species:S:1:pos:R:3:forces:R:3:nbo_charge:R:1
C -0.289 -1.890 0.261 -0.362 0.702 -1.106 -0.2482
O -0.657 -0.595 0.653 -0.353 1.945 1.087 -0.3537
N -1.547 0.132 -0.138 -0.740 -3.355 -0.180 -0.4170
C -1.399 1.466 -0.279 0.195 3.480 -0.957 0.6688
C 0.020 1.981 0.054 -3.234 3.657 -1.873 -0.6969
O -2.332 2.175 -0.672 1.818 -1.361 0.894 -0.5579
S -3.079 -0.547 -0.374 -0.114 -1.541 1.984 2.2352
O -3.066 -1.934 -0.008 0.547 1.025 -0.300 -0.8975
O -3.540 -0.120 -1.605 -0.637 0.557 -2.391 -0.8639
Cl -4.233 0.308 1.003 -0.139 0.383 0.536 -0.1769
H -1.079 -2.535 0.426 -1.333 -1.484 0.356 0.2071
H 0.511 -2.117 0.882 1.580 -0.395 1.126 0.2004
H -0.004 -1.942 -0.758 0.428 0.087 -1.171 0.1789
H 0.590 2.166 -0.868 -0.412 0.061 0.107 0.2450
H -0.186 2.983 0.572 0.728 -1.554 -0.564 0.2499
H 0.495 1.273 0.572 2.030 -2.207 2.453 0.2268
```
Forces are in eV/Å.

Question: What is the LUMO in the second record?
Answer: 0.23 eV

Question: Which formula does entry 3 have?
Answer: C3H6ClNO4S

Question: Which value of net charge does entry 2 give?
Answer: 0